[1]
C27H36IO3OsP2Si | ωB97M-V/def2-TZVPD

```
71
Properties=species:S:1:pos:R:3:forces:R:3:mulliken_spin:R:1
C -0.055 0.386 -9.439 0.0 -0.2 0.2 0.00
C -0.048 1.104 -8.119 0.0 2.2 -0.7 0.00
H -0.051 1.118 -10.251 0.0 -0.1 0.2 0.00
H -0.940 -0.253 -9.493 0.1 0.1 0.0 0.00
H 0.823 -0.263 -9.495 -0.1 0.1 0.0 0.00
O -0.037 2.273 -7.917 0.0 -2.0 0.2 0.00
I -0.062 -0.343 -6.408 0.0 -0.1 0.4 0.01
Os -0.054 0.407 -1.565 0.0 -2.3 -0.1 2.26
P 2.258 0.262 -1.645 4.2 0.5 -0.8 -0.02
C 3.223 1.565 -0.792 -0.6 0.0 0.0 0.00
C 2.921 -1.292 -0.938 -0.7 0.0 0.1 0.01
H 4.007 -1.356 -1.072 -0.2 0.1 -0.1 0.00
H 4.023 0.114 -3.338 -0.2 0.0 0.1 0.00
H 2.431 -2.129 -1.441 0.2 -0.1 0.1 0.00
H 2.448 -0.525 -3.911 0.2 0.1 -0.1 0.00
H 2.959 1.576 0.269 0.1 0.1 -0.1 0.00
H 2.680 -1.334 0.128 0.1 -0.1 -0.1 0.01
C 2.939 0.271 -3.345 -0.5 0.0 0.1 -0.01
H 4.299 1.390 -0.897 -0.2 -0.1 -0.1 0.00
H 2.710 1.229 -3.819 0.0 -0.1 0.0 0.00
H 2.971 2.540 -1.217 0.1 -0.1 0.0 0.00
P -2.369 0.305 -1.642 -4.2 0.5 -0.7 -0.05
C -3.309 1.627 -0.790 0.6 0.0 0.0 0.01
C -3.051 0.324 -3.341 0.5 0.0 0.1 -0.01
H -2.587 -2.082 -1.434 -0.2 -0.1 0.0 0.00
H -4.147 -1.278 -1.063 0.2 0.1 -0.1 0.00
H -2.817 -1.281 0.134 -0.1 0.0 0.0 0.00
C -3.060 -1.235 -0.931 0.8 0.0 0.1 0.02
H -2.574 -0.480 -3.907 -0.2 0.1 -0.2 0.00
H -4.138 0.184 -3.333 0.2 0.0 0.2 0.00
H -4.388 1.473 -0.896 0.2 -0.1 -0.1 0.00
H -3.037 2.597 -1.216 -0.1 -0.1 0.0 0.00
H -2.807 1.278 -3.817 0.0 -0.1 0.0 0.00
H -3.045 1.634 0.271 -0.2 0.0 -0.2 -0.01
C -0.039 1.933 -0.573 0.1 7.0 2.7 0.20
O -0.029 2.915 0.065 0.0 -4.0 -2.3 0.03
O -0.027 -0.377 0.187 0.1 -0.9 -0.6 0.51
Si 0.037 -0.349 1.835 -0.3 1.3 3.2 -0.01
C -1.618 0.093 2.619 0.1 -0.5 -0.4 0.02
C -2.320 -0.837 3.410 -0.5 0.6 0.0 -0.01
C -3.527 -0.482 4.023 0.3 0.2 -0.2 0.00
C -4.047 0.803 3.861 0.3 -0.2 -0.1 0.00
C -3.356 1.736 3.090 0.3 -0.3 -0.1 0.00
C -2.150 1.381 2.478 -0.5 -0.1 0.3 -0.02
C 0.446 -2.083 2.396 -1.4 -0.8 -1.7 0.18
C 1.494 -2.339 3.299 0.2 -0.2 0.4 0.13
C 1.768 -3.644 3.715 -0.4 -2.2 0.0 0.08
C 0.999 -4.706 3.237 1.7 0.6 1.3 0.13
C -0.046 -4.463 2.342 -0.4 -0.5 -0.2 0.23
C -0.323 -3.158 1.923 0.7 2.0 0.3 0.15
C 1.319 0.831 2.615 -0.2 -0.1 -0.5 0.01
C 2.698 0.608 2.452 0.0 0.9 0.6 0.01
C 3.645 1.464 3.026 -0.3 -0.3 -0.1 0.01
C 3.235 2.556 3.784 -0.3 -0.1 -0.1 0.00
C 1.876 2.786 3.983 0.1 -0.4 -0.3 0.00
C 0.928 1.930 3.413 0.7 0.1 -0.1 0.01
H -1.944 -1.834 3.571 0.1 -0.1 0.0 0.02
H -4.058 -1.204 4.631 0.0 0.0 0.0 0.00
H -4.978 1.078 4.340 0.0 0.0 0.0 0.00
H -3.750 2.737 2.970 0.0 0.0 0.0 0.00
H -1.625 2.128 1.900 0.1 0.1 0.0 0.00
H 2.099 -1.545 3.705 0.0 0.3 0.0 0.04
H 2.574 -3.829 4.414 0.0 0.0 0.0 0.00
H 1.212 -5.715 3.564 0.0 0.0 0.0 0.01
H -0.644 -5.286 1.976 0.0 -0.1 0.0 -0.01
H -1.138 -2.985 1.232 0.0 0.0 0.0 0.03
H 3.056 -0.228 1.886 0.2 -0.4 -0.3 0.00
H 4.701 1.276 2.879 0.0 0.0 0.0 0.00
H 3.967 3.221 4.224 0.0 0.0 0.0 0.00
H 1.553 3.627 4.582 0.0 0.0 0.0 0.00
H -0.099 2.154 3.617 -0.4 -0.1 0.0 0.00
```
Positions in Å, forces in eV/Å.

Properties
Multiplicity = 5
Charge = +3
Largest force on an atom = 7.46 eV Å⁻¹
E = -71720.587 eV
Expectation value of S² = 6.0358
Kohn-Sham gap (spin up / spin down) = 5.11 / 2.99 eV
HOMO energy (spin up / spin down) = -15.863 / -15.851 eV



[2]
C27H36N3O4Ti | ωB97M-V/def2-TZVPD

```
71
Properties=species:S:1:pos:R:3:forces:R:3:mulliken_spin:R:1
Ti -0.933 0.222 -0.132 -0.3 0.3 0.1 1.20
C -2.065 4.280 0.601 0.0 0.1 0.0 -0.02
C -1.225 3.199 -0.010 0.1 -0.2 0.0 0.33
O -1.492 1.974 0.409 0.0 -0.1 0.0 0.03
C -0.219 3.450 -0.920 -0.1 0.3 0.0 -0.13
C 0.643 2.510 -1.512 0.0 -0.1 -0.1 0.40
C 1.699 2.974 -2.472 0.0 0.1 0.0 -0.01
N 0.526 1.182 -1.261 0.1 0.1 0.1 0.01
N 1.445 0.382 -1.906 0.0 -0.1 0.0 -0.06
C 1.199 -0.865 -1.648 -0.1 -0.1 0.0 0.08
O 0.202 -1.231 -0.876 -0.1 0.1 -0.1 -0.04
C 2.036 -1.924 -2.243 0.1 0.0 0.0 0.00
C 1.741 -3.267 -2.005 0.0 0.1 0.0 0.03
C 2.527 -4.269 -2.554 0.0 0.0 0.0 -0.02
C 3.617 -3.949 -3.351 0.0 0.0 0.0 0.04
C 3.915 -2.612 -3.596 0.0 0.0 0.0 -0.02
C 3.133 -1.609 -3.051 0.0 0.0 0.0 0.03
H -1.748 4.512 1.625 0.0 -0.1 0.0 0.02
H -3.106 3.952 0.656 0.0 0.0 0.0 0.01
H -2.017 5.203 0.021 0.0 0.0 0.0 0.01
H -0.060 4.487 -1.195 0.0 0.0 0.0 0.00
H 1.711 4.063 -2.521 0.0 0.0 0.0 0.00
H 1.530 2.581 -3.480 0.0 0.0 0.0 0.02
H 2.687 2.617 -2.177 0.0 0.0 0.0 0.01
H 0.884 -3.503 -1.387 0.0 0.0 0.0 0.01
H 2.282 -5.307 -2.358 0.0 0.0 0.0 0.00
H 4.231 -4.732 -3.780 0.0 0.0 0.0 0.00
H 4.763 -2.352 -4.218 0.0 0.0 0.0 0.00
H 3.358 -0.567 -3.234 0.0 0.0 0.0 0.01
C 2.053 -2.329 1.700 0.0 0.0 0.0 -0.01
C 1.085 -1.254 2.124 0.0 0.1 0.0 0.02
C -0.249 -1.558 2.414 0.0 0.0 0.1 -0.03
C -0.822 -2.929 2.151 0.0 0.0 0.0 -0.01
C -1.097 -0.564 2.930 0.0 0.0 -0.2 0.02
C -2.530 -0.922 3.242 0.0 0.0 0.0 0.00
C -0.624 0.741 3.121 0.0 0.0 0.1 -0.02
C -1.541 1.775 3.727 0.0 0.0 0.0 0.00
C 0.665 1.074 2.686 0.0 0.0 0.0 0.02
C 1.157 2.499 2.663 0.0 0.0 0.0 -0.02
C 1.514 0.078 2.186 -0.1 -0.1 0.0 0.02
C 2.868 0.470 1.647 0.0 0.0 0.0 0.01
H 2.065 -2.454 0.615 0.0 0.0 0.0 0.00
H 1.804 -3.293 2.141 0.0 0.0 0.0 0.00
H 3.067 -2.089 2.018 0.0 0.0 0.0 0.00
H -1.647 -2.855 1.440 0.0 0.0 0.0 0.00
H -1.220 -3.385 3.062 0.0 0.0 0.0 0.00
H -0.093 -3.608 1.720 0.0 0.0 0.0 0.00
H -2.612 -1.437 4.206 0.0 0.0 0.0 0.00
H -2.944 -1.572 2.474 0.0 0.0 0.0 0.00
H -3.170 -0.044 3.276 0.0 0.0 0.0 0.00
H -2.173 2.225 2.957 0.0 0.0 0.0 0.00
H -0.990 2.574 4.216 0.0 0.0 0.0 0.00
H -2.189 1.330 4.481 0.0 0.0 0.0 0.00
H 1.269 2.832 1.627 0.0 0.0 0.0 0.00
H 2.131 2.601 3.148 0.0 0.0 0.0 0.00
H 0.470 3.194 3.136 0.0 0.0 0.0 0.00
H 3.600 0.633 2.446 0.0 0.0 0.0 0.00
H 2.795 1.395 1.076 0.0 0.0 0.0 0.01
H 3.267 -0.280 0.969 0.0 0.0 0.0 0.00
N -2.524 1.166 -2.448 0.1 -0.1 0.0 0.05
C -3.446 0.135 -2.905 0.0 0.0 0.0 -0.01
C -3.016 -1.255 -2.425 0.0 0.0 0.0 0.03
C -3.342 -1.497 -0.953 0.1 0.0 0.0 0.00
O -4.267 -2.229 -0.635 -0.1 0.0 0.0 0.00
O -2.593 -0.871 -0.100 0.2 0.0 0.1 -0.01
H -2.893 2.101 -2.550 0.0 0.0 0.0 0.00
H -1.629 1.125 -2.924 0.0 0.0 0.0 0.00
H -3.558 0.103 -3.999 0.0 0.0 0.0 0.00
H -4.435 0.362 -2.497 0.0 0.0 0.0 0.00
H -1.938 -1.374 -2.579 0.0 0.0 0.0 0.00
H -3.535 -2.016 -3.008 0.0 0.0 0.0 0.00
```
Positions in Å, forces in eV/Å.

Properties
Multiplicity = 3
Charge = -1
Largest force on an atom = 0.41 eV Å⁻¹
E = -64364.317 eV
Expectation value of S² = 2.0380
Kohn-Sham gap (spin up / spin down) = 4.61 / 6.96 eV
HOMO energy (spin up / spin down) = -1.816 / -4.177 eV



[3]
C27H36N6O9 | ωB97M-V/def2-TZVPD

```
78
Properties=species:S:1:pos:R:3:forces:R:3:mulliken_charge:R:1
C 4.674 -3.055 0.956 1.6 -1.7 1.0 -0.20
C 6.035 -2.716 1.510 -0.2 4.0 -4.1 -0.37
C 6.730 -1.552 0.884 -8.2 -1.1 0.1 -0.78
C 5.883 -0.472 0.037 -0.5 -6.7 0.9 0.40
C 4.727 -1.009 -0.556 0.1 -2.7 3.6 -0.55
C 4.014 -2.412 -0.040 10.3 6.1 1.9 -0.88
N 6.302 0.804 -0.355 2.1 4.5 -2.0 0.89
O 5.536 1.612 -0.975 0.8 -2.6 1.7 -0.56
O 7.481 1.151 -0.143 -1.8 -1.3 0.3 -0.57
H 4.292 -4.070 1.246 0.0 1.2 0.1 0.31
H 6.618 -3.271 2.264 -0.7 0.0 -0.8 0.42
H 7.670 -1.596 1.177 4.5 1.3 0.9 0.49
H 4.245 -0.373 -1.231 -1.0 0.7 -1.0 0.55
H 3.140 -2.562 -0.352 -6.8 -1.7 -2.7 0.80
C -0.581 -2.202 2.053 -1.6 -2.0 0.3 0.23
C -0.535 -3.679 2.212 -4.2 3.7 0.3 -0.63
C -1.758 -4.394 2.455 -2.4 2.2 -1.4 -0.43
C -3.244 -3.751 2.171 7.9 4.7 1.2 0.02
C -3.162 -2.198 1.913 2.8 -4.6 1.6 -0.50
C -1.871 -1.519 1.966 1.4 -1.3 -1.6 -0.21
N -4.438 -4.441 2.468 -3.1 3.6 -4.0 0.88
O -5.512 -3.795 2.144 2.4 -1.2 1.7 -0.57
O -4.403 -5.600 2.620 0.1 -3.1 1.6 -0.54
H 0.431 -1.661 2.048 -1.9 -0.6 -0.2 0.01
H 0.431 -4.061 2.201 1.3 -1.3 0.4 0.54
H -1.669 -5.415 2.808 -0.4 0.0 -0.3 0.36
H -4.092 -1.723 1.820 -0.9 0.8 -0.4 0.57
H -1.663 -0.479 1.582 -1.3 -0.8 0.9 0.27
C 1.859 2.250 -1.681 1.7 0.8 -2.6 0.15
C 1.121 1.903 -2.989 0.0 -0.9 1.6 -0.69
C -0.242 1.298 -2.897 1.0 1.4 0.9 0.05
C -1.062 1.425 -1.647 6.0 0.8 1.0 -0.12
C -0.248 1.886 -0.383 0.7 -0.5 -5.2 -0.38
C 1.207 2.299 -0.493 -5.7 -2.0 -0.9 -0.82
N -2.446 0.965 -1.582 -0.4 0.7 2.3 0.82
O -3.030 1.312 -0.489 0.9 -1.5 -3.4 -0.47
O -2.904 0.308 -2.518 0.3 1.1 1.7 -0.49
H 3.069 2.581 -1.480 -3.5 -1.0 -1.7 0.13
H 1.674 2.026 -4.049 -1.4 -0.6 2.8 0.28
H -0.640 0.740 -3.805 0.3 1.2 1.2 0.29
H -0.722 1.862 0.555 -0.6 0.2 1.0 0.59
H 1.634 2.653 0.387 0.8 0.3 1.4 0.63
C -2.188 -0.237 -5.812 5.5 -1.4 -2.4 -0.25
O -2.125 0.553 -6.694 0.7 1.4 -2.5 -0.56
N -1.252 -1.184 -5.470 -0.7 0.6 0.9 -0.03
C -1.598 -2.055 -4.330 0.5 1.6 1.1 -0.74
C 0.035 -1.443 -6.100 -1.0 2.3 -2.3 -0.85
H -2.893 -0.145 -5.174 -5.4 -0.1 4.8 0.69
H -1.311 -1.603 -3.285 -1.0 -0.4 -1.8 0.14
H -0.864 -2.825 -4.416 -0.4 -1.4 0.1 0.35
H -2.676 -2.337 -4.391 1.1 -0.1 0.3 0.35
H 0.721 -0.575 -6.373 -1.0 -0.7 1.3 0.27
H -0.155 -1.821 -7.098 0.0 -0.6 -0.2 0.35
H 0.433 -2.173 -5.487 1.7 -1.2 0.8 0.31
C 2.847 1.866 3.809 1.3 -0.2 -1.5 -0.05
O 1.738 2.175 3.477 -1.5 0.6 0.4 -0.52
N 3.494 0.870 3.107 0.0 0.1 0.9 0.25
C 4.882 0.560 3.273 2.8 4.6 3.0 -1.06
C 2.787 0.109 2.134 3.6 0.2 -3.1 -0.81
H 3.453 2.464 4.526 -0.1 -0.7 0.0 0.31
H 5.595 1.340 2.820 -1.2 -0.6 -0.2 0.33
H 5.375 -0.314 2.982 -0.6 -2.0 -0.5 0.36
H 5.242 0.792 4.374 -1.1 -0.9 -1.7 0.34
H 3.135 0.319 1.043 -0.1 0.3 1.6 0.00
H 1.787 0.198 1.995 -3.0 0.5 0.8 0.42
H 3.133 -0.882 2.234 -0.2 -1.5 0.3 0.48
C -4.709 3.856 1.015 0.0 2.2 -0.6 0.10
O -4.047 4.835 0.691 -0.3 -0.7 0.3 -0.63
N -6.023 3.941 1.358 -0.2 -0.3 0.0 0.12
C -6.678 2.741 1.757 -1.6 -2.2 -0.8 -0.97
C -6.719 5.192 1.445 -1.0 0.0 -6.9 -1.05
H -4.293 2.862 0.991 0.0 -0.7 0.2 0.30
H -7.689 2.804 2.145 -0.1 1.2 0.1 0.34
H -6.204 2.180 2.539 0.8 -0.2 0.3 0.38
H -6.895 2.023 0.918 0.7 0.6 0.4 0.31
H -7.778 5.176 1.446 -1.2 -1.3 0.2 0.39
H -6.625 5.950 0.522 0.7 -2.0 1.6 0.26
H -6.489 5.716 2.214 2.0 3.4 5.2 0.46
```
Positions in Å, forces in eV/Å.

Properties
Largest force on an atom = 12.09 eV Å⁻¹
E = -55928.765 eV
SMILES = O=[N+]([O-])c1ccccc1.O=[N+]([O-])c1ccccc1.O=[N+]([O-])c1ccccc1.CN(C)C=O.CN(C)C=O.CN(C)C=O
Kohn-Sham gap = 7.23 eV
HOMO energy = -9.043 eV